Molecular formula: C3H10NO
Method: DFT, the ωB97M-V functional and the def2-TZVPD basis

As for the expectation value of S²: 0.753. The spin multiplicity is 2. Its HOMO energy (alpha / beta) is -20.74 / -21.68 eV. The LUMO energy (alpha / beta) is -0.3240 / -0.4571 Eh. For the frontier orbital gap (alpha / beta), the calculation gives 11.925 / 9.242 eV. The calculation puts the energy above the lowest of the compared OMol25 structures with the same formula, charge and spin at 168.58 kJ/mol. The net charge is +2.

```
15
C3H10NO, DFT the ωB97M-V functional and the def2-TZVPD basis
C 0.736 0.896 -1.655
N 0.436 -0.124 -2.691
H 1.413 1.655 -2.022
H 0.979 0.480 -0.683
H -0.197 1.408 -1.399
H 0.067 0.306 -3.541
H 1.301 -0.572 -2.994
H -0.216 -0.848 -2.395
C -0.230 -0.991 3.146
C -0.575 0.100 2.338
O -1.030 -0.087 1.094
H 0.016 -0.893 4.204
H -0.453 -2.012 2.871
H -0.314 1.139 2.517
H -1.934 -0.457 1.210
```


Molecular formula: C3H10NO
Method: DFT, the ωB97M-V functional and the def2-TZVPD basis

As for the expectation value of S²: 0.754. The spin multiplicity is 2. Its HOMO energy (alpha / beta) is -20.48 / -20.48 eV. The LUMO energy (alpha / beta) is -0.3481 / -0.5540 Eh. For the frontier orbital gap (alpha / beta), the calculation gives 11.010 / 5.399 eV. The calculation puts the energy above the lowest of the compared OMol25 structures with the same formula, charge and spin at 452.45 kJ/mol. The net charge is +2.

```
15
C3H10NO, DFT the ωB97M-V functional and the def2-TZVPD basis
C 0.866 1.187 -2.038
O 0.598 -0.136 -1.738
H 1.062 1.830 -1.183
H 1.805 1.146 -2.694
H 0.064 1.591 -2.692
H 0.284 -0.518 -2.598
C -1.482 -0.925 1.150
C 0.576 -0.134 2.057
N -0.196 -0.199 1.030
H -1.297 -1.996 1.308
H -2.089 -0.873 0.254
H -2.011 -0.658 2.060
H 0.489 -0.908 2.818
H 1.247 0.706 2.224
H 0.083 -0.114 0.042
```


Molecular formula: C3H10NO2
Method: DFT, the ωB97M-V functional and the def2-TZVPD basis

Its HOMO energy is -2.72 eV. The LUMO energy is 0.1475 Eh. For the frontier orbital gap, the calculation gives 6.728 eV. The calculation puts the energy above the lowest of the compared OMol25 structures with the same formula, charge and spin at 179.40 kJ/mol. The net charge is -1.

```
16
C3H10NO2, DFT the ωB97M-V functional and the def2-TZVPD basis
C 0.382 -1.661 0.378
N 0.431 -0.204 0.520
C -0.497 0.545 -0.482
C 0.143 0.382 -2.030
O 1.453 0.359 -1.779
H 1.205 -2.086 0.898
H 0.302 -2.117 -0.613
H -0.552 -2.082 0.922
H 1.357 0.036 0.095
H -0.491 1.519 0.023
H -1.556 0.122 -0.454
H -0.291 1.238 -2.559
H -0.354 -0.506 -2.539
H -0.174 1.223 1.903
H -0.403 1.674 3.235
O -0.955 1.558 2.482
```


Molecular formula: C3H10NO2
Method: DFT, the ωB97M-V functional and the def2-TZVPD basis

Its HOMO energy is -2.45 eV. The LUMO energy is 0.1481 Eh. For the frontier orbital gap, the calculation gives 6.475 eV. The calculation puts the energy above the lowest of the compared OMol25 structures with the same formula, charge and spin at 111.43 kJ/mol. The net charge is -1.

```
16
C3H10NO2, DFT the ωB97M-V functional and the def2-TZVPD basis
C 0.926 1.315 0.776
N -0.230 0.453 0.414
C 0.258 -0.641 -0.418
C 0.305 -0.293 -2.021
O 1.097 0.697 -2.307
H 0.634 2.272 1.200
H 1.493 1.500 -0.146
H 1.557 0.807 1.509
H -0.794 1.060 -0.177
H -0.389 -1.522 -0.309
H 1.284 -0.958 -0.220
H -0.772 -0.186 -2.357
H 0.611 -1.345 -2.391
H -1.931 -1.804 2.395
H -1.682 -0.405 1.823
O -2.365 -0.949 2.230
```


Molecular formula: C3H10NO2
Method: DFT, the ωB97M-V functional and the def2-TZVPD basis

Its HOMO energy is -2.96 eV. The LUMO energy is 0.1562 Eh. For the frontier orbital gap, the calculation gives 7.212 eV. The calculation puts the energy above the lowest of the compared OMol25 structures with the same formula, charge and spin at 245.54 kJ/mol. The net charge is -1.

```
16
C3H10NO2, DFT the ωB97M-V functional and the def2-TZVPD basis
C 1.243 -0.176 -1.514
C 0.180 -0.580 -0.576
C -0.582 0.719 0.158
O -0.148 0.830 1.459
N 0.828 1.069 -2.403
H 1.574 -0.999 -2.217
H 2.062 0.350 -1.010
H -0.547 -1.313 -1.205
H 0.598 -1.210 0.305
H -1.606 0.309 0.278
H -0.729 1.616 -0.498
H 1.272 1.864 -1.979
H -0.161 0.997 -2.591
H -1.594 -2.261 2.237
H -0.942 -0.721 1.898
O -1.199 -1.567 2.690
```


Molecular formula: C3H10NO2
Method: DFT, the ωB97M-V functional and the def2-TZVPD basis

Its HOMO energy is -3.49 eV. The LUMO energy is 0.1396 Eh. For the frontier orbital gap, the calculation gives 7.293 eV. The calculation puts the energy above the lowest of the compared OMol25 structures with the same formula, charge and spin at 133.21 kJ/mol. The net charge is -1.

```
16
C3H10NO2, DFT the ωB97M-V functional and the def2-TZVPD basis
C -1.547 -0.287 -0.346
C -0.024 -0.569 -0.050
C 1.032 0.344 -0.635
O 2.214 0.499 0.088
N -2.550 -1.367 0.063
H -1.602 -0.431 -1.438
H -1.905 0.717 -0.018
H -0.002 -0.618 1.109
H 0.129 -1.579 -0.421
H 0.573 1.249 -1.082
H 1.445 -0.069 -1.569
H -2.078 -2.075 0.625
H -2.644 -1.821 -0.848
H 2.311 1.560 0.744
H 2.020 2.056 2.225
O 2.629 2.393 1.553
```


Please write out number 6 again, unchanged.
Molecular formula: C3H10NO2
Method: DFT, the ωB97M-V functional and the def2-TZVPD basis

Its HOMO energy is -3.49 eV. The LUMO energy is 0.1396 Eh. For the frontier orbital gap, the calculation gives 7.293 eV. The calculation puts the energy above the lowest of the compared OMol25 structures with the same formula, charge and spin at 133.21 kJ/mol. The net charge is -1.

```
16
C3H10NO2, DFT the ωB97M-V functional and the def2-TZVPD basis
C -1.547 -0.287 -0.346
C -0.024 -0.569 -0.050
C 1.032 0.344 -0.635
O 2.214 0.499 0.088
N -2.550 -1.367 0.063
H -1.602 -0.431 -1.438
H -1.905 0.717 -0.018
H -0.002 -0.618 1.109
H 0.129 -1.579 -0.421
H 0.573 1.249 -1.082
H 1.445 -0.069 -1.569
H -2.078 -2.075 0.625
H -2.644 -1.821 -0.848
H 2.311 1.560 0.744
H 2.020 2.056 2.225
O 2.629 2.393 1.553
```